(1)
{
  "formula": "C9H36N18O9",
  "method": "ωB97M-V with the def2-TZVPD basis set",
  "symbols": ["N", "N", "N", "H", "N", "N", "H", "H", "N", "H", "O", "H", "H", "H", "N", "H", "H", "H", "H", "C", "H", "C", "H", "O", "H", "C", "H", "H", "N", "H", "H", "O", "H", "N", "H", "C", "N", "H", "N", "N", "H", "O", "N", "O", "H", "H", "H", "C", "H", "O", "H", "N", "O", "H", "H", "C", "C", "C", "H", "C", "H", "H", "N", "N", "H", "O", "O", "H", "H", "N", "N", "H"],
  "coordinates": [[-0.3608, -5.3549, -1.9871], [-3.3863, -2.0755, -2.2151], [-0.4908, 0.3407, 1.9213], [6.5660, 1.7557, 1.8756], [-1.0752, -0.9133, -3.8848], [5.3404, -1.5500, 0.3662], [-5.0747, 3.6904, -2.3364], [-0.0028, -5.8900, -1.2088], [3.5581, 2.0143, 2.3251], [-4.4121, -3.1432, -0.3579], [-0.9393, 0.9621, 5.6180], [0.8644, -0.7269, 5.1004], [-4.2231, -2.5990, -2.4294], [-0.7773, -0.3910, -0.1987], [1.0165, 5.3720, -2.0051], [-2.7685, -1.9754, -3.0078], [1.6929, 6.1218, -2.0262], [-3.4096, -2.2656, 0.7778], [-1.3922, 0.5353, 1.5095], [1.1598, 4.5184, -1.0425], [-0.0272, -1.9653, 5.9633], [-3.0325, -1.8052, -1.0111], [-0.5050, -5.8670, -2.8456], [4.5709, 1.0529, 0.6031], [-0.1673, 3.2441, -1.9058], [4.3535, -2.3319, 0.0940], [-0.7750, -2.7911, -0.7569], [0.3131, 5.4576, -2.7248], [0.0995, 0.1006, -0.1006], [6.2789, -1.9215, 0.4022], [3.6016, 2.7155, 3.0508], [0.4447, 0.4361, -3.2803], [2.6514, 1.6929, 2.0172], [-3.0535, 2.0355, -0.7648], [-0.4567, -1.7111, -3.8519], [4.5462, 1.6707, 1.6258], [-3.9102, -2.3060, -0.0985], [-4.1965, 4.0626, -0.8972], [5.6519, 1.9547, 2.2562], [-1.5119, 1.2263, -3.9212], [-1.9711, -1.9907, 6.3853], [-4.5981, 1.2798, -2.2029], [0.4739, 3.4002, -1.1412], [1.8884, 4.7222, -0.1111], [5.2380, -0.5529, 0.4905], [-1.2074, 2.1893, -3.9118], [-2.0498, -0.9269, -4.1497], [0.4950, 0.2572, 1.0838], [-0.4418, -4.4083, -0.2380], [-0.8133, -3.5958, -3.0930], [-2.4929, 1.0548, -4.0892], [0.0037, -1.0650, 5.5065], [4.5189, -3.5703, 0.0010], [-0.5160, 0.4021, 2.9292], [-2.4609, 2.6928, -0.2780], [-0.6767, 0.2355, -3.7006], [-4.0998, 2.1902, -1.5450], [-0.4744, -4.0999, -2.0522], [0.7600, -0.0341, -0.8527], [-0.9751, -0.2700, 5.8793], [0.5915, 2.6947, -0.4280], [5.6871, 2.3584, 3.1814], [-4.5297, 3.3674, -1.5497], [-0.2474, -3.6448, -0.8700], [-2.7134, 1.0845, -0.7705], [-1.9755, -1.3623, -0.5784], [1.6514, 0.2457, 1.4232], [-2.5839, -0.4519, 6.9267], [3.0647, -0.7271, 0.4914], [-1.8993, -0.9835, 6.4080], [3.2215, -1.6661, 0.1539], [2.3712, -2.2019, 0.0538]],
  "forces_ev_per_angstrom": [[0.46, -8.50, -1.72], [-0.48, -0.26, -4.36], [-4.63, 0.74, 3.11], [-0.47, -0.03, -0.27], [-3.99, -6.72, -1.86], [4.73, 2.11, 0.58], [-0.18, -0.15, 0.41], [0.06, 0.28, -0.30], [-6.29, 1.73, 2.47], [0.02, 0.16, 0.42], [-0.87, -1.89, 1.00], [-0.26, -0.01, 0.15], [0.07, 0.35, 0.36], [0.17, 0.36, -0.58], [-0.02, 4.03, -3.76], [0.21, -0.04, 0.69], [-0.22, -0.11, 0.24], [-0.70, -0.52, 0.38], [0.04, -0.14, 0.24], [0.25, -1.28, 1.75], [0.86, 0.09, -0.47], [-0.39, -1.78, 2.30], [0.18, -0.03, 0.19], [-0.67, -1.29, -3.11], [0.38, -0.38, 0.23], [0.10, -3.20, 1.03], [0.31, 0.48, 0.97], [0.08, -0.68, 0.36], [-1.47, -0.47, -6.17], [-0.42, -0.15, -0.09], [0.04, -0.31, -0.34], [2.25, 0.96, 0.55], [-0.20, 0.02, 0.07], [2.88, -2.57, 1.99], [-0.46, -0.20, 0.25], [2.59, -0.77, -0.31], [-0.30, 0.33, 1.14], [-0.04, -0.13, -0.32], [5.44, 1.30, 2.00], [-2.75, 2.75, -0.79], [0.16, 0.49, 0.02], [0.18, -0.55, -0.42], [-2.13, -2.29, -0.25], [1.72, 0.51, 1.79], [-0.16, 0.09, -0.20], [0.09, -0.56, 0.15], [0.41, -1.06, -0.55], [2.46, -0.35, 2.65], [0.14, 1.09, 0.84], [-0.56, 2.38, -1.80], [0.11, 0.26, 0.01], [2.74, -2.03, -0.84], [-0.91, 0.74, -0.69], [0.90, 0.08, -0.20], [-0.48, 0.27, -0.42], [4.35, 5.02, 2.04], [0.66, -4.21, -0.83], [-0.37, 0.42, -1.99], [0.12, 0.11, -0.01], [2.80, 4.42, -2.87], [-0.04, 0.09, -0.32], [-0.25, -0.16, -0.31], [-3.00, 7.18, -0.65], [0.08, 3.66, 3.76], [0.23, 0.08, 0.17], [0.22, 1.05, -0.66], [2.75, 0.55, 1.18], [-0.27, -0.45, -0.17], [0.52, 0.06, -0.05], [-5.11, -0.68, 3.01], [-3.89, -0.29, -0.80], [0.22, -0.03, -0.02]],
  "lowdin_charge": [0.160, 0.222, 0.201, 0.115, 0.190, 0.158, 0.131, 0.127, 0.196, 0.105, -0.014, 0.123, 0.135, 0.029, 0.160, 0.080, 0.118, 0.111, 0.100, -0.805, 0.104, -0.682, 0.131, 0.044, 0.085, -0.755, 0.074, 0.107, 0.201, 0.114, 0.128, 0.028, 0.080, 0.181, 0.116, -0.799, 0.164, 0.124, 0.157, 0.182, 0.121, 0.008, 0.183, 0.045, 0.050, 0.108, 0.110, -0.793, 0.120, 0.044, 0.097, 0.151, -0.047, 0.101, 0.109, -0.833, -0.816, -0.806, 0.122, -0.756, 0.095, 0.105, 0.177, 0.203, 0.080, -0.028, 0.021, 0.127, 0.056, 0.159, 0.169, 0.092],
  "de_lowest_ev": 6.485,
  "orbital_gap_ha": 0.29299,
  "homo_energy_ev": -7.9257,
  "e_tot_ha": -2027.48396,
  "smiles": "NC(N)=O.NC(N)=O.NC(N)=O.NC(N)=O.NC(N)=O.NC(N)=O.NC(N)=O.NC(N)=O.NC(N)=O"
}

(2)
{
  "formula": "C9H36N18O9",
  "method": "ωB97M-V with the def2-TZVPD basis set",
  "symbols": ["N", "N", "H", "H", "N", "C", "H", "O", "H", "H", "N", "C", "N", "N", "H", "H", "H", "N", "H", "C", "O", "O", "H", "H", "H", "H", "H", "N", "H", "H", "O", "N", "N", "H", "O", "H", "N", "C", "N", "H", "H", "H", "C", "H", "C", "H", "H", "H", "N", "H", "N", "C", "H", "O", "H", "H", "C", "O", "C", "H", "H", "H", "H", "O", "H", "N", "N", "O", "H", "N", "N", "H"],
  "coordinates": [[-3.0872, -5.3315, 2.2273], [-0.2018, 6.4520, 0.9393], [5.0964, -2.6927, -4.8532], [-0.5806, 4.7880, -6.1854], [-1.5398, -4.2111, 1.0083], [-1.6292, 0.6537, 3.7297], [-0.8658, 6.4952, 1.6846], [-1.3956, -0.3402, 3.0258], [0.4320, 2.5489, -3.0427], [-2.3915, -3.5370, 3.6051], [5.3327, -2.5912, -3.8851], [-3.6736, -2.6719, 4.9690], [-0.4384, -0.6469, 0.3636], [-3.9986, -3.8351, 5.5691], [-1.1754, 4.3548, 1.4430], [-0.3842, -4.1343, -2.3811], [-2.3177, -1.8318, 3.6849], [-1.4785, 0.6792, 5.0690], [-2.3606, -3.9190, 0.5121], [0.0951, 0.5686, 0.0701], [-0.9159, -5.4143, 2.8595], [0.9019, 5.2815, -0.7092], [-1.8044, 1.4550, 5.6136], [-1.0032, -0.0742, 5.5286], [6.3175, -2.5428, -3.6890], [4.3904, 0.9182, -0.8389], [4.3221, 1.3856, 0.9051], [0.7458, 3.1307, -3.8029], [-0.4015, 3.3168, 0.2809], [-2.0709, 1.7811, 2.1157], [3.4495, 3.0823, -1.5141], [2.8954, 3.2794, 0.7022], [0.4141, 0.7652, -1.2241], [-2.0345, -3.1379, -3.4849], [0.4655, -1.1783, -3.2428], [1.7310, 3.3110, -3.8320], [-2.7875, -2.6878, 3.9669], [3.4629, 2.6674, -0.3435], [-2.0184, 1.7971, 3.1185], [0.9974, 1.5958, -1.1729], [-1.9343, -1.5921, -4.1465], [-3.4760, -4.6611, 5.3277], [-1.7477, -5.0835, 2.0250], [2.5554, 2.7096, 1.4574], [0.0523, 5.3206, 0.1525], [-1.8505, 2.6970, 3.5329], [1.0403, -3.3318, -1.9668], [-0.5740, -1.2281, -0.4389], [3.2102, -2.1035, -3.2729], [2.5674, 4.2252, 0.6021], [0.0801, 4.3624, -5.5604], [-0.2382, -2.1656, -3.0620], [1.0403, 4.4193, -5.8371], [-1.4669, 3.6292, -4.0522], [-0.7600, -0.8859, 1.2961], [2.9791, -2.0106, -4.2455], [4.4855, -2.3147, -2.8654], [0.2591, 1.5261, 0.8528], [-0.3114, 3.6681, -4.4680], [-0.6291, -3.9377, 0.6928], [-3.6926, -4.9755, 1.5095], [2.5020, -1.6724, -2.7028], [0.4035, 7.2393, 0.7915], [4.8742, -2.2664, -1.7014], [-3.5233, -5.8278, 2.9781], [4.0863, 1.4773, -0.0663], [-0.6365, 4.2457, 0.6084], [-4.2784, -1.6464, 5.3437], [0.4879, 0.0839, -1.9783], [-1.4750, -2.3192, -3.6254], [0.0974, -3.2574, -2.3210], [-4.6224, -3.8534, 6.3505]],
  "forces_ev_per_angstrom": [[-0.34, 0.22, -1.50], [0.57, 0.14, -0.98], [-0.37, 0.15, 0.04], [-0.20, -0.05, 0.32], [-0.30, -0.15, -0.74], [0.61, -0.28, -1.22], [-0.09, -0.12, 0.01], [-0.19, -0.24, 0.86], [0.24, 0.22, 0.16], [0.02, -0.05, 0.40], [1.27, -0.32, -0.59], [-2.05, 2.31, 1.03], [0.30, 0.30, 0.09], [0.64, -1.73, -0.47], [-0.08, -0.24, 0.06], [-0.24, 0.06, -0.19], [-0.28, 0.09, 0.01], [0.10, 0.19, 0.08], [0.32, 0.31, -0.35], [-0.54, 0.22, 0.54], [0.11, -0.24, -0.87], [-0.03, 0.30, -0.35], [-0.03, -0.04, 0.04], [-0.17, -0.15, -0.05], [-0.11, -0.16, 0.20], [0.34, -0.18, 0.24], [0.43, -0.92, -0.24], [-0.74, -1.55, 1.04], [0.08, 0.03, 0.21], [0.24, -0.20, -0.05], [-0.23, -0.01, 0.95], [0.10, 0.44, 1.03], [0.71, 1.10, -0.12], [0.11, -0.14, 0.18], [-0.09, -0.47, 0.31], [-0.02, 0.41, -0.32], [0.80, -0.14, -0.65], [0.55, -0.46, -2.84], [-0.52, 0.72, 0.30], [0.10, -0.16, -1.09], [0.45, 0.26, 0.06], [-0.09, -0.04, 0.35], [-0.07, 0.20, 2.65], [-0.15, 0.17, 0.00], [0.11, 0.23, 1.81], [-0.04, -0.11, 0.14], [-0.01, 0.17, -0.19], [-0.17, -0.46, 0.19], [-1.19, -0.09, -0.17], [-0.31, -0.17, -0.33], [-0.09, 0.65, -1.33], [-1.02, -0.54, -0.98], [0.10, -0.17, 0.07], [0.55, -0.55, -0.64], [-0.05, 0.33, -0.17], [0.26, 0.01, -0.12], [0.34, 0.34, 0.83], [-0.32, -1.15, 0.19], [0.13, 1.06, 0.79], [0.10, -0.06, 0.19], [-0.44, -0.19, 0.27], [0.34, 0.05, 0.37], [-0.14, 0.03, -0.05], [-0.49, 0.14, -0.59], [0.55, -0.22, 0.19], [-0.85, 0.92, 0.89], [-0.38, -0.20, -0.54], [1.09, -0.55, -0.45], [0.09, 0.20, 0.45], [-0.35, 0.37, -0.26], [1.06, -0.06, 0.93], [-0.06, 0.24, -0.03]],
  "lowdin_charge": [0.141, 0.129, 0.093, 0.100, 0.163, -0.630, 0.076, -0.033, 0.068, 0.053, 0.142, -0.692, 0.180, 0.146, 0.077, 0.100, 0.058, 0.187, 0.092, -0.641, 0.026, 0.034, 0.106, 0.115, 0.105, 0.095, 0.092, 0.165, 0.066, 0.097, -0.016, 0.172, 0.178, 0.094, 0.000, 0.094, 0.184, -0.695, 0.173, 0.092, 0.116, 0.087, -0.695, 0.093, -0.670, 0.097, 0.105, 0.066, 0.154, 0.089, 0.142, -0.647, 0.090, 0.009, 0.066, 0.096, -0.689, -0.039, -0.692, 0.097, 0.091, 0.067, 0.091, 0.014, 0.102, 0.155, 0.163, -0.026, 0.053, 0.167, 0.164, 0.102],
  "de_lowest_ev": 1.956,
  "orbital_gap_ha": 0.32253,
  "homo_energy_ev": -8.9754,
  "e_tot_ha": -2027.65040,
  "smiles": "NC(N)=O.NC(N)=O.NC(N)=O.NC(N)=O.NC(N)=O.NC(N)=O.NC(N)=O.NC(N)=O.NC(N)=O"
}